Below is a cluster of 2 separate species, C24H23ClN2O in total in a non-equilibrium geometry, with properties calculated with ωB97M-V/def2-TZVPD.

LUMO, eV: -1.2
Frontier orbital gap, eV: 5.09

Each line ends with the Mulliken charge.
Geometry (Å):
Cl (7.4107, -1.4672, 1.8222)  -0.258
C (5.7137, -1.2942, 1.6725)  0.437
C (4.8912, -2.4427, 1.6372)  -0.661
C (3.5245, -2.3093, 1.3992)  -0.309
C (2.8778, -1.0097, 1.2807)  -0.075
O (1.6345, -0.7940, 1.0461)  -0.594
C (3.7728, 0.1287, 1.3849)  -0.123
C (5.1363, 0.0011, 1.6018)  -0.655
H (5.3672, -3.4270, 1.7612)  0.335
H (2.9129, -3.1909, 1.2918)  0.377
H (3.3062, 1.1036, 1.2631)  0.367
H (5.7990, 0.8718, 1.7119)  0.331
C (-6.1538, -1.1460, 2.5496)  -1.032
N (-5.2514, -0.0826, 2.1765)  0.238
C (-5.7956, 1.2533, 2.3188)  -1.050
C (-3.9905, -0.3136, 1.6329)  0.028
C (-3.7692, 0.0622, 0.2951)  -0.241
C (-2.5033, -0.0564, -0.2506)  -1.019
C (-1.3901, -0.5429, 0.4875)  -0.438
C (-0.0804, -0.7680, -0.1494)  0.611
C (0.3812, 0.2205, -1.0616)  0.736
C (1.6321, 0.1393, -1.8170)  0.496
C (2.6245, -0.8237, -1.9687)  -0.021
C (3.7090, -0.5506, -2.8194)  -0.832
C (3.6942, 0.5532, -3.7013)  -0.635
C (2.6016, 1.4359, -3.6893)  -0.899
C (1.6414, 1.2430, -2.7090)  0.198
N (0.4547, 1.9614, -2.5359)  0.213
C (-0.0646, 3.0157, -3.3974)  -0.910
C (-0.2586, 1.4139, -1.5013)  -0.950
C (-1.6465, -0.8989, 1.8481)  -0.554
C (-2.9301, -0.8654, 2.3807)  -0.426
H (-5.7267, -2.1196, 2.2657)  0.318
H (-6.3476, -1.1313, 3.6383)  0.310
H (-7.1138, -1.0059, 2.0154)  0.301
H (-5.0594, 1.9967, 1.9818)  0.318
H (-6.7148, 1.3551, 1.7147)  0.327
H (-6.0401, 1.4474, 3.3818)  0.317
H (-4.6268, 0.4184, -0.2831)  0.421
H (-2.3944, 0.1686, -1.3229)  0.645
H (0.2375, -1.8147, -0.0991)  0.386
H (2.5917, -1.7364, -1.3742)  0.351
H (4.5613, -1.2381, -2.8129)  0.404
H (4.5059, 0.6349, -4.4367)  0.373
H (2.4972, 2.1603, -4.4868)  0.245
H (0.6755, 3.2454, -4.1610)  0.297
H (-0.9738, 2.6962, -3.9485)  0.326
H (-0.2850, 3.9574, -2.8635)  0.312
H (-1.0708, 1.9566, -1.0337)  0.726
H (-0.8138, -1.2523, 2.4592)  0.512
H (-3.1534, -1.1594, 3.4048)  0.425

Atomic forces in eV per Å
Cl 0.81 -0.06 0.18
C -1.89 0.20 0.16
C 0.53 0.87 -0.31
C -0.52 1.21 0.07
C 2.44 -0.10 -0.29
O -1.18 0.04 1.06
C -0.38 -0.72 0.04
C 0.37 -0.94 -0.10
H -0.36 0.48 -0.17
H -0.16 -0.19 0.11
H 0.14 -0.07 0.13
H -0.42 -0.39 -0.19
C 0.17 -0.05 0.12
N -0.47 -0.03 0.43
C 0.18 -0.15 -0.18
C 0.38 0.16 -0.61
C 0.19 -0.14 0.77
C 0.59 -0.09 -0.72
C -1.10 0.17 1.30
C -0.40 0.58 -0.61
C 0.36 -0.29 -0.43
C -0.60 0.37 -1.16
C 0.77 0.24 0.30
C -0.43 -0.10 0.07
C -0.42 -0.36 0.35
C 0.89 -0.69 -0.29
C -0.33 -0.46 -0.24
N -1.02 -0.13 1.32
C -0.19 0.36 -0.39
C 1.42 -0.46 -0.02
C 0.23 -0.67 -0.77
C -0.23 0.69 -0.39
H -0.19 0.32 0.15
H -0.10 -0.17 -0.31
H 0.23 -0.21 0.24
H -0.27 -0.22 0.14
H 0.16 0.16 0.21
H 0.02 0.05 -0.41
H 0.44 -0.09 0.10
H 0.05 -0.23 0.63
H 0.23 0.77 -0.56
H 0.18 0.28 -0.08
H -0.40 0.24 -0.16
H -0.47 0.20 0.39
H 0.05 0.21 0.24
H 0.06 0.00 0.13
H 0.47 0.01 0.52
H 0.13 -0.57 0.00
H -0.08 -0.22 -0.40
H -0.17 0.11 -0.23
H 0.30 0.05 -0.16

***

Below is a structure of composition C24H23F8MnN4O15P2S2Te in a non-equilibrium geometry, with properties calculated with ωB97M-V/def2-TZVPD.

Expectation value of S²: 0.8446
LUMO (alpha / beta), eV: -0.9 / 0.3
2S+1: 2
Frontier orbital gap (alpha / beta), eV: 5.94 / 7.15
Total charge: -1

Each line ends with the Löwdin spin population.
Geometry (Å):
Mn (-1.2153, 0.0493, 0.1255)  1.206
O (-3.0917, -1.2510, 3.7569)  -0.001
P (-2.6000, -0.0457, 2.8560)  0.004
O (-2.0889, 1.0905, 3.6193)  -0.001
O (-1.6056, -0.6697, 1.8187)  0.034
O (-3.9393, 0.2703, 2.0115)  0.000
P (-4.2147, 1.2167, 0.7528)  0.000
O (-5.0858, 0.2010, -0.1103)  0.000
O (-4.8915, 2.4710, 1.0412)  -0.001
O (-2.7416, 1.3373, 0.0983)  -0.008
H (-3.4556, -1.9566, 3.1827)  0.000
H (-5.7536, 0.7258, -0.5852)  0.000
F (-1.2846, 2.9591, -0.8199)  0.007
Te (-2.2590, 1.9101, -2.0245)  0.011
F (-4.1351, 2.0523, -1.8561)  0.005
F (-2.7339, 1.6078, -3.8072)  0.003
F (-2.6792, 3.6862, -2.4986)  -0.002
F (-0.7135, 2.3712, -3.0471)  -0.002
O (-0.9656, 0.5317, -1.5346)  -0.180
O (-3.2383, -0.1729, -2.3795)  -0.008
C (-3.2648, -1.1836, -1.6633)  0.000
N (-2.5749, -1.3578, -0.5100)  -0.012
S (-2.9158, -2.8415, 0.1840)  -0.001
O (-1.7107, -3.5985, 0.3379)  0.000
O (-3.7943, -2.7336, 1.3183)  0.001
C (-3.8906, -3.4088, -1.1726)  0.000
C (-4.4909, -4.6359, -1.3633)  0.000
C (-5.2402, -4.7994, -2.5219)  0.000
C (-5.3819, -3.7637, -3.4464)  0.000
C (-4.7744, -2.5321, -3.2330)  0.000
C (-4.0339, -2.3813, -2.0773)  -0.001
H (-4.3752, -5.4434, -0.6480)  0.000
H (-5.7211, -5.7526, -2.7094)  0.000
H (-5.9713, -3.9239, -4.3429)  0.000
H (-4.8580, -1.7103, -3.9356)  0.000
C (2.4335, 0.7591, -1.8721)  0.000
C (3.9274, 0.8502, -1.5629)  0.000
S (4.7066, -0.7377, -1.4056)  0.000
O (4.0913, -1.6533, -2.3360)  0.000
O (6.1382, -0.5501, -1.4338)  0.000
C (4.2904, -1.2728, 0.2615)  0.000
C (3.5248, -2.5948, 0.3300)  0.000
N (2.1085, -2.4349, -0.0647)  0.000
C (1.2760, -1.6093, 0.6057)  0.002
N (0.2314, -1.3178, -0.1514)  -0.013
C (0.3607, -1.9837, -1.3361)  0.001
C (1.5106, -2.6705, -1.2959)  0.000
N (1.9691, -3.6213, -2.2682)  0.000
O (2.8482, -4.4059, -1.9363)  0.000
O (1.4410, -3.5771, -3.3633)  0.000
C (1.4946, -1.1777, 2.0122)  0.000
H (2.0473, 1.7221, -2.2128)  0.000
H (1.8500, 0.4829, -0.9929)  0.000
H (2.2469, 0.0332, -2.6650)  0.000
H (4.1504, 1.3821, -0.6313)  0.000
H (4.5047, 1.3053, -2.3715)  0.000
H (3.7177, -0.4680, 0.7293)  0.000
H (5.2652, -1.3592, 0.7414)  0.000
H (3.5524, -2.9600, 1.3528)  0.000
H (3.9659, -3.3393, -0.3136)  0.000
H (-0.3576, -1.9228, -2.1365)  0.000
H (2.1126, -1.9004, 2.5446)  0.000
H (0.5257, -1.0947, 2.4931)  0.000
H (1.9538, -0.1891, 2.0632)  0.000
F (4.2205, 7.1170, 3.0763)  0.000
C (4.3059, 5.9031, 3.6607)  0.000
F (5.5819, 5.4883, 3.4933)  0.000
F (4.1135, 6.0773, 4.9804)  0.000
C (3.3359, 4.9292, 3.0689)  0.001
C (2.4400, 4.2405, 3.8683)  0.000
C (1.5881, 3.3043, 3.3003)  0.001
C (1.6398, 3.0544, 1.9294)  0.001
C (2.5220, 3.7826, 1.1269)  0.001
C (3.3682, 4.7145, 1.6971)  0.000
C (0.7843, 2.0571, 1.3520)  0.002
C (0.0693, 1.2121, 0.8785)  -0.052
H (2.4030, 4.4375, 4.9312)  0.000
H (0.8658, 2.7649, 3.9030)  0.000
H (2.5137, 3.6199, 0.0551)  0.000
H (4.0517, 5.2846, 1.0786)  0.000

Atomic forces in eV per Å
Mn 0.39 -0.81 -0.51
O -0.12 -0.24 -0.37
P 0.40 0.33 0.14
O -0.10 -0.18 0.06
O -0.20 0.28 -0.26
O 0.10 0.08 -0.12
P 1.01 0.01 0.11
O -0.38 0.17 -0.15
O 0.03 0.03 -0.03
O -0.90 -0.68 0.15
H 0.14 0.16 0.14
H 0.29 -0.20 0.02
F 0.16 0.04 0.85
Te 0.29 3.20 -2.00
F -0.37 -0.44 0.63
F -0.29 -0.64 -0.41
F -0.22 0.46 -0.21
F 0.69 -0.32 -0.03
O -0.65 -0.95 1.38
O 0.00 -0.62 0.44
C 0.49 0.07 0.53
N -0.87 -0.55 -0.56
S 0.00 0.47 -0.32
O 0.14 -0.11 0.01
O 0.10 0.10 0.18
C -0.10 -0.07 -0.10
C 0.04 -0.13 0.09
C -0.06 -0.01 -0.08
C -0.02 -0.01 0.00
C -0.08 -0.07 -0.07
C 0.07 0.01 0.00
H -0.02 0.10 -0.06
H 0.02 0.06 -0.01
H 0.05 0.00 0.08
H 0.00 -0.07 0.07
C 0.07 0.05 -0.03
C -0.14 0.04 -0.11
S 0.07 -0.07 -0.11
O 0.08 -0.06 0.01
O -0.18 0.03 0.02
C -0.17 -0.10 0.05
C -0.28 0.16 -0.16
N 0.48 -0.05 0.02
C -0.08 -0.08 0.05
N -0.27 0.24 0.06
C -0.41 0.31 -0.08
C 0.66 -0.42 0.07
N 0.43 0.03 -0.18
O -0.42 0.21 -0.06
O 0.09 -0.07 0.37
C 0.14 0.03 -0.09
H 0.04 -0.03 0.09
H 0.07 0.04 -0.02
H 0.05 0.06 0.05
H 0.00 0.05 -0.18
H -0.09 0.07 0.02
H 0.17 -0.06 0.04
H -0.11 -0.04 0.16
H -0.04 -0.08 0.05
H 0.05 -0.16 -0.14
H 0.02 -0.02 0.12
H -0.05 0.00 -0.02
H -0.09 0.01 0.06
H 0.00 -0.09 -0.01
F 0.08 -0.03 0.10
C -0.17 -0.07 -0.07
F 0.01 0.11 0.08
F 0.13 0.09 -0.07
C 0.03 0.03 0.01
C -0.11 -0.11 0.04
C 0.00 0.01 0.10
C -0.21 -0.21 -0.10
C 0.05 0.05 -0.07
C 0.00 -0.03 -0.13
C 0.54 0.46 0.30
C -0.53 0.22 0.15
H -0.01 -0.04 -0.03
H 0.06 0.04 -0.03
H 0.03 0.01 0.07
H -0.02 -0.04 0.01

***

Below is an isolated molecule of C24H23N3O4S in a non-equilibrium geometry, with properties calculated with ωB97M-V/def2-TZVPD.

SMILES string: O=C(COC(=O)c1cccnc1SCC(=O)NCc1ccccc1)NCc1ccccc1
LUMO, eV: -0.3
Frontier orbital gap, eV: 8.51

Each line ends with the Mulliken charge.
Geometry (Å):
O (2.7912, 2.4154, -1.9508)  -0.676
C (1.7264, 1.8442, -2.0444)  0.795
C (0.4136, 2.6192, -2.2915)  -0.747
O (-0.4516, 2.6067, -1.1574)  -0.347
C (-1.2185, 1.5353, -0.9780)  0.872
O (-1.2232, 0.5727, -1.7231)  -0.793
C (-2.0463, 1.5956, 0.2281)  -0.470
C (-2.2713, 2.7681, 0.9380)  0.039
C (-3.0505, 2.7261, 2.0810)  -0.739
C (-3.5481, 1.4954, 2.4805)  -0.328
N (-3.3299, 0.3678, 1.8291)  -0.474
C (-2.6078, 0.3947, 0.7117)  0.412
S (-2.3608, -1.0861, -0.1650)  -0.055
C (-2.9622, -2.3417, 1.0344)  -0.680
C (-1.8298, -2.5475, 2.0264)  0.509
O (-0.9381, -3.3475, 1.8460)  -0.641
N (-1.9085, -1.7250, 3.0970)  -0.134
C (-0.7312, -1.3932, 3.8807)  -1.448
C (-0.1373, -0.1177, 3.3365)  0.531
C (0.6068, -0.1503, 2.1621)  -0.282
C (1.0852, 1.0211, 1.6042)  -0.125
C (0.8159, 2.2388, 2.2067)  -0.515
C (0.0708, 2.2795, 3.3720)  -0.726
C (-0.4059, 1.1066, 3.9322)  -0.525
N (1.5552, 0.5193, -1.9452)  0.171
C (2.6541, -0.4122, -1.7603)  -1.100
C (2.6880, -1.3899, -2.9044)  0.320
C (3.4800, -1.1468, -4.0183)  -0.341
C (3.4739, -2.0276, -5.0856)  -0.593
C (2.6709, -3.1551, -5.0501)  -0.422
C (1.8723, -3.3986, -3.9455)  -0.655
C (1.8788, -2.5188, -2.8777)  -0.288
H (-0.1044, 2.1938, -3.1581)  0.350
H (0.6577, 3.6684, -2.4628)  0.349
H (-1.8404, 3.6910, 0.5827)  0.518
H (-3.2593, 3.6158, 2.6512)  0.445
H (-4.1543, 1.3963, 3.3719)  0.431
H (-3.8840, -1.9890, 1.4872)  0.390
H (-3.1226, -3.2404, 0.4431)  0.446
H (-2.6297, -1.0124, 3.0656)  0.351
H (-0.0333, -2.2271, 3.7789)  0.443
H (-1.0193, -1.2795, 4.9287)  0.429
H (0.8064, -1.1022, 1.6916)  0.458
H (1.6751, 0.9920, 0.7011)  0.418
H (1.1901, 3.1503, 1.7659)  0.456
H (-0.1405, 3.2262, 3.8475)  0.447
H (-0.9877, 1.1416, 4.8429)  0.385
H (0.6323, 0.1194, -2.0726)  0.245
H (2.5165, -0.9446, -0.8124)  0.279
H (3.5711, 0.1797, -1.7157)  0.569
H (4.1030, -0.2645, -4.0454)  0.411
H (4.0966, -1.8337, -5.9465)  0.377
H (2.6673, -3.8430, -5.8828)  0.373
H (1.2430, -4.2757, -3.9148)  0.387
H (1.2545, -2.7107, -2.0167)  0.500

Atomic forces in eV per Å
O 0.37 0.30 0.00
C -0.71 0.24 0.00
C 0.36 0.01 -0.51
O -0.04 0.19 0.34
C -0.01 -0.29 -0.30
O 0.03 0.61 -0.06
C -0.24 -0.12 0.29
C -0.14 -0.24 0.01
C -0.05 -0.03 -0.11
C -0.01 0.42 0.00
N -0.18 -0.13 -0.17
C 0.00 0.35 0.00
S -0.19 -1.05 0.01
C 0.28 0.47 -0.19
C -0.60 -0.05 0.05
O 0.38 -0.24 -0.19
N -0.14 0.09 0.47
C 0.07 -0.09 -0.07
C -0.01 -0.02 0.16
C 0.07 -0.02 -0.02
C 0.06 -0.03 -0.03
C 0.04 0.10 0.06
C 0.07 0.11 0.00
C 0.08 -0.11 0.01
N -0.04 -0.56 0.05
C 0.10 0.07 0.01
C 0.05 -0.03 0.10
C -0.01 -0.01 0.05
C 0.03 0.03 -0.07
C -0.01 -0.06 -0.06
C -0.07 -0.08 -0.04
C 0.09 0.05 -0.01
H 0.03 0.11 0.12
H 0.01 -0.23 0.03
H 0.06 0.08 0.00
H -0.02 0.09 0.07
H -0.03 0.11 0.10
H -0.04 -0.10 0.03
H 0.03 0.03 0.04
H 0.11 -0.22 -0.16
H -0.07 0.10 0.12
H 0.11 -0.03 -0.06
H 0.03 -0.14 -0.06
H 0.07 -0.02 -0.12
H 0.05 0.11 -0.04
H -0.02 0.10 0.04
H -0.07 -0.01 0.11
H 0.10 0.27 -0.02
H 0.10 0.05 -0.06
H -0.10 -0.13 0.07
H 0.08 0.10 0.01
H 0.05 0.01 -0.07
H 0.00 -0.06 -0.06
H -0.05 -0.08 0.00
H -0.06 -0.04 0.14